(1)
Density functional theory data (ωB97M-V/def2-TZVPD) for a molecular structure, C42H56B2LuN12O2S4 in a non-equilibrium geometry.

Cartesian coordinates (Å):
Lu 2.79 1.63 1.24
S 1.99 0.91 -1.38
S 2.26 4.26 0.56
S 2.74 -1.25 0.99
S -0.06 1.84 0.50
O 2.36 1.08 3.03
O 1.66 6.50 -3.71
N -0.37 -0.42 3.14
N -1.39 3.74 3.65
N 0.15 -0.88 -0.57
N 4.88 1.76 0.75
N -0.22 -0.07 5.15
N 2.16 5.44 -1.78
N 1.57 2.15 3.15
N 0.33 -0.71 1.97
N -1.77 0.14 0.78
N 3.64 3.63 -1.59
N -0.54 -2.01 -0.66
N -2.87 -0.56 0.74
C 1.11 -1.25 -2.73
C 0.88 -2.10 4.38
C -1.65 -2.13 4.62
C -2.30 -3.97 -2.83
C -4.02 0.10 0.66
C 1.26 4.17 -3.69
C -5.07 -1.35 -0.99
C -5.32 -1.87 1.46
C -5.24 -0.75 0.42
C -0.38 -1.30 4.35
C -2.87 -1.33 4.16
C -0.55 2.97 3.72
C 2.72 4.43 -1.06
C -4.06 1.51 0.70
C 0.87 2.79 -5.62
C 1.77 -2.09 3.37
C -0.14 2.24 -3.51
C 1.54 -1.33 2.15
C -0.46 -2.77 -1.72
C 0.41 1.94 3.70
C -2.89 2.25 0.73
C -0.32 -5.23 -1.95
C -1.75 -2.38 6.12
C 2.05 -0.83 -3.80
C -1.59 -3.44 3.83
C 1.45 3.90 -5.04
C -1.73 1.48 0.74
C 1.74 5.46 -3.13
C 0.06 1.96 -4.85
C 0.36 -2.39 -2.81
C -0.03 0.58 4.06
C 4.37 3.79 -2.83
C 5.31 1.43 -2.91
C -6.55 0.05 0.45
C -1.96 -4.21 -0.36
C 6.04 1.58 0.78
C -2.80 3.73 0.75
C 1.02 -0.47 -1.53
C 0.47 3.33 -2.92
C 4.44 2.48 -3.60
C 3.04 -2.87 3.43
C -1.27 -4.04 -1.71
B -0.23 -0.16 0.70
B 7.54 1.38 0.78
H -3.77 4.20 0.60
H -2.52 -3.98 3.96
H -1.83 -3.86 -3.80
H 3.06 -0.79 -3.39
H -3.77 -1.89 4.38
H -1.44 -3.25 2.77
H 0.29 3.55 -1.88
H 4.06 2.94 -0.97
H 7.79 0.92 1.85
H 1.03 2.57 -6.66
H -1.23 -4.35 0.43
H 5.39 4.11 -2.57
H -2.38 4.05 1.71
H -4.39 -2.44 1.47
H 1.79 0.18 -4.13
H 0.41 -3.01 -3.70
H -5.01 2.02 0.67
H -4.17 -1.95 -1.03
H -6.59 0.78 -0.36
H -5.02 -0.56 -1.73
H -0.42 1.11 -5.31
H -5.48 -1.45 2.45
H 8.04 2.46 0.64
H 0.46 -5.25 -1.19
H -1.76 -1.43 6.65
H 0.15 -5.17 -2.92
H 3.12 -3.55 2.59
H 2.02 -1.51 -4.64
H 7.80 0.64 -0.12
H -2.10 4.07 -0.02
H -6.14 -2.53 1.23
H 1.94 6.28 -1.26
H -2.89 -4.89 -2.84
H 4.84 1.07 -1.99
H -2.62 -5.07 -0.38
H -0.91 -2.96 6.49
H -2.66 -2.92 6.35
H 3.91 4.58 -3.43
H -0.78 1.60 -2.92
H -2.55 -3.32 -0.12
H -5.92 -1.99 -1.22
H 3.10 -3.44 4.35
H 5.45 0.58 -3.57
H -2.92 -0.37 4.69
H -2.98 -3.14 -2.68
H 4.85 2.69 -4.59
H -7.38 -0.63 0.32
H 2.04 4.58 -5.64
H -2.84 -1.14 3.09
H 6.29 1.84 -2.67
H -6.68 0.56 1.40
H -0.78 -4.07 4.19
H -0.87 -6.16 -1.89
H 3.90 -2.20 3.38
H 3.43 2.09 -3.74
H 1.06 -2.66 5.28

As for the gap between HOMO and LUMO: 0.270 hartree. For the total energy, the calculation gives -144750.1632 eV. The value obtained for the molar mass is 1085.85 g/mol. Its net charge is +1. The value obtained for the HOMO energy is -11.04 eV. The value obtained for the energy above the lowest of the compared OMol25 structures with the same formula, charge and spin is 56.91 kcal per mole. The calculation puts the maximum force at 4.52 eV/A.

Atom charges from the Mulliken analysis, given in e for atoms 1 to 4: Lu 1.11; S 1.50; S -0.46; S -0.27

(2)
Density functional theory data (ωB97M-V/def2-TZVPD) for a molecular structure, C42H56Cl60N3O3 in a non-equilibrium geometry.

Cartesian coordinates (Å):
Cl 2.79 -6.67 -6.99
Cl -1.35 -4.22 14.19
Cl -0.79 -1.86 12.62
Cl 8.27 -4.53 9.70
Cl -5.49 7.61 1.18
Cl 1.77 -5.01 -9.14
Cl -1.70 -6.31 3.11
Cl 0.74 6.50 0.39
Cl 5.69 -3.55 2.78
Cl 0.87 -9.95 -0.15
Cl -8.74 1.81 0.22
Cl 7.96 -3.72 0.99
Cl 6.10 -1.51 0.76
Cl -1.75 6.92 -3.90
Cl 1.95 -11.54 2.01
Cl -0.67 9.38 -2.81
Cl -2.50 -2.22 10.19
Cl 4.18 4.35 -10.25
Cl 8.15 -2.27 11.51
Cl -7.66 5.77 0.67
Cl 3.23 -9.06 1.27
Cl 0.79 -1.06 10.60
Cl 1.00 -3.77 5.73
Cl -3.97 -2.19 7.69
Cl 3.49 5.60 0.57
Cl -3.50 -2.42 13.48
Cl -6.81 7.60 -1.40
Cl 2.87 0.65 9.53
Cl 5.63 4.95 -12.69
Cl -10.06 3.95 1.67
Cl 3.15 -5.83 5.49
Cl 3.53 -1.37 11.51
Cl 5.78 -3.08 10.05
Cl 1.36 3.68 0.11
Cl -4.56 -6.64 3.43
Cl -2.93 -8.87 2.57
Cl 3.37 -8.46 4.31
Cl -3.40 -4.71 9.01
Cl 4.18 -4.24 -7.74
Cl -8.20 8.60 0.94
Cl 3.38 -11.35 -0.50
Cl 2.80 -2.16 8.82
Cl -2.74 -7.90 5.29
Cl 3.99 2.57 -12.53
Cl 1.17 -6.74 3.56
Cl 6.46 2.73 -11.02
Cl 4.21 -6.53 -9.51
Cl 6.80 -4.74 12.19
Cl -0.51 -1.98 7.43
Cl 2.12 5.55 -1.97
Cl -5.32 -2.87 10.16
Cl -3.53 8.95 -2.85
Cl -0.06 -1.32 4.64
Cl -11.54 1.56 0.95
Cl -1.85 7.41 -1.05
Cl 3.87 -6.10 2.69
Cl 5.28 -4.18 -0.01
Cl -10.74 3.45 -1.10
Cl -1.86 -3.49 5.36
Cl -1.51 -1.60 15.41
O 3.36 -0.33 -8.48
O -2.34 5.49 1.68
O 0.06 -1.81 1.67
N -0.54 1.34 1.66
N -2.25 0.53 0.06
N 0.17 0.66 -0.39
C -1.17 5.29 2.50
C -5.24 0.59 -3.49
C -10.27 2.69 0.43
C 2.74 0.22 0.08
C -3.80 -3.00 9.27
C -0.80 -2.92 1.39
C 4.71 1.37 -4.68
C 1.22 0.11 0.49
C 1.93 5.34 -0.23
C -4.64 4.06 -0.51
C -1.03 0.81 0.44
C 2.50 -0.98 10.11
C 3.87 0.65 -2.28
C -4.52 1.91 -3.96
C -3.87 -0.62 -1.58
C 0.89 -1.46 0.55
C -2.26 -2.52 1.89
C -5.09 3.00 -1.59
C -4.07 2.88 -2.79
C 4.26 1.87 -3.24
C 3.24 -5.61 -8.35
C 3.87 2.25 -7.03
C -0.36 -2.64 5.79
C 3.51 1.39 -5.75
C 0.85 0.87 1.84
C 2.36 -10.48 0.66
C -1.79 -2.53 13.93
C -2.94 4.18 1.47
C 6.26 -3.24 1.13
C 4.95 1.56 -7.95
C -2.98 -7.43 3.60
C 4.35 0.58 -9.03
C 2.89 -6.78 4.01
C -7.04 7.40 0.35
C 5.07 3.65 -11.62
C 2.88 -1.15 -9.55
C 3.05 1.28 -1.06
C -1.96 8.17 -2.65
C -2.42 0.01 -1.34
C -4.23 -0.58 -3.11
C 7.25 -3.65 10.86
C -3.11 3.97 -0.09
H 0.27 1.65 -0.67
H 1.96 -0.71 -10.04
H -4.00 3.92 -3.24
H 4.78 0.09 -1.93
H -3.03 2.63 -2.45
H 2.63 -2.20 -9.19
H 3.82 1.16 -9.85
H -2.74 -1.81 1.16
H -0.45 4.63 1.94
H -5.29 4.01 0.40
H -2.62 3.00 -0.38
H -3.93 4.20 2.00
H -0.86 -3.21 0.31
H -6.07 3.34 -2.04
H 5.21 0.37 -4.68
H 3.29 0.32 -6.04
H 3.19 0.01 -2.91
H 3.64 -1.27 -10.38
H 2.62 1.84 -5.23
H 5.13 2.45 -2.82
H -2.21 0.83 -2.08
H -0.52 -3.85 1.97
H -2.27 3.37 1.89
H 5.58 2.30 -8.52
H -1.66 -0.81 -1.49
H -1.16 1.35 2.47
H -3.59 1.65 -4.54
H -4.76 -1.55 -3.35
H -4.59 0.02 -0.99
H 4.30 3.25 -6.72
H -1.43 4.76 3.47
H 5.67 0.94 -7.33
H 3.39 2.58 -3.39
H -4.80 5.08 -0.99
H 3.67 2.11 -0.61
H 2.96 2.43 -7.67
H -0.68 6.26 2.76
H 5.46 2.12 -5.07
H -6.00 0.72 -2.67
H 0.80 0.26 2.78
H -5.33 1.99 -1.13
H -5.83 0.21 -4.38
H -2.21 -2.09 2.92
H 1.63 1.66 2.03
H 3.22 -0.74 -0.21
H 0.44 -1.72 -0.45
H -2.57 4.83 -0.59
H 5.20 -0.04 -9.44
H -3.80 -1.67 -1.17
H 1.83 -2.08 0.64
H 3.29 0.58 1.00
H -2.86 -3.46 1.94
H -3.03 0.69 0.70
H -3.33 -0.54 -3.78
H -5.18 2.44 -4.70
H 2.16 1.77 -1.52

As for the gap between HOMO and LUMO: 0.315 hartree. For the total energy, the calculation gives -806405.3149 eV. The value obtained for the molar mass is 2778.11 g/mol. Its net charge is +1. The value obtained for the HOMO energy is -11.08 eV. The value obtained for the energy above the lowest of the compared OMol25 structures with the same formula, charge and spin is 0.00 kcal per mole. The calculation puts the maximum force at 3.99 eV/A.

Atom charges from the Mulliken analysis, given in e for atoms 1 to 4: Cl -0.10; Cl -0.10; Cl -0.10; Cl -0.10

(3)
Density functional theory data (ωB97M-V/def2-TZVPD) for a molecular structure, C42H56N5O7OsP2STe in a non-equilibrium geometry.

Cartesian coordinates (Å):
Os -0.08 0.65 0.03
Te 0.59 -2.22 -2.49
S -0.24 2.36 3.02
P 2.12 1.04 0.19
P -0.11 2.87 -0.38
O -0.07 -1.63 5.54
O -4.19 1.01 0.55
O -6.02 -1.46 4.39
O -1.39 -2.23 1.64
O -2.12 0.56 -0.13
O 0.84 -1.42 3.56
O -4.68 -1.63 6.11
N -0.12 -1.39 4.32
N -4.93 -1.43 4.94
N 0.00 -1.31 -0.01
N -1.10 1.77 5.49
N 1.20 1.51 5.05
C 2.96 0.00 1.47
C -1.16 1.18 -4.92
C 0.00 3.34 -2.16
C -0.30 0.20 -4.38
C -2.99 0.33 -3.71
C 1.77 1.20 6.36
C -2.51 -1.32 4.64
C -1.55 -0.81 2.39
C -0.81 -0.74 -3.47
C 1.17 0.28 -4.74
C -1.04 -3.95 -4.83
C -2.87 -0.27 2.06
C 1.48 4.99 0.64
C -3.12 0.49 0.81
C -3.97 -0.54 2.85
C 2.87 -5.84 -7.46
C -2.52 1.29 -4.62
C 2.42 2.75 0.63
C 3.61 3.19 1.23
C 0.96 -4.81 -6.12
C -1.19 1.36 6.87
C 2.33 -4.91 -6.39
C 1.36 -3.22 -4.30
C -2.64 1.41 7.33
C 3.73 -2.47 -3.74
C -3.77 -1.12 4.10
C -1.44 -1.10 3.79
C -0.43 -2.30 0.71
C -0.04 1.84 4.67
C 2.22 2.46 7.09
C 1.37 3.63 0.34
C 2.67 5.44 1.27
C 2.75 -3.31 -4.53
C 3.18 -4.17 -5.59
C 3.73 4.57 1.54
C 0.46 -3.98 -5.11
C -3.40 2.34 -5.25
C 0.02 -3.73 0.52
C -2.20 -0.65 -3.13
C 3.04 0.83 -1.43
C -2.91 -1.69 -2.30
C -1.64 3.68 0.24
H 2.71 -0.14 -1.87
H 1.59 -0.73 -4.89
H 2.41 -5.60 -8.44
H 2.74 6.50 1.53
H -3.21 0.53 6.93
H -3.44 -2.39 -2.95
H 1.28 0.83 -5.70
H -4.39 2.38 -4.75
H -2.45 2.93 0.13
H 4.70 -2.49 -4.24
H -3.56 2.15 -6.33
H -2.68 1.32 8.43
H 2.61 -6.89 -7.26
H -0.93 3.05 -2.66
H -1.93 2.03 4.99
H 2.43 2.22 8.14
H -3.21 2.33 7.03
H -2.37 -1.73 5.66
H 2.94 0.45 2.47
H 3.99 -0.23 1.17
H -2.96 3.34 -5.14
H -1.88 4.55 -0.39
H 0.11 4.44 -2.22
H 2.80 1.66 -2.11
H 4.28 -4.18 -5.78
H -0.63 -4.21 -0.26
H 4.41 2.48 1.43
H -0.70 1.89 -5.63
H -3.68 -1.20 -1.66
H 4.62 4.92 2.05
H -2.26 -2.27 -1.67
H -1.33 -4.29 -3.82
H -0.84 0.31 6.97
H -4.95 -0.25 2.44
H -0.08 -4.28 1.46
H 1.05 -3.75 0.16
H -1.45 -2.91 -4.88
H 0.64 5.66 0.43
H 1.86 1.67 4.31
H 0.23 -5.44 -6.66
H 3.85 -2.85 -2.71
H 4.13 0.79 -1.25
H 1.46 3.27 7.08
H -1.54 -4.56 -5.59
H -1.53 3.97 1.29
H 1.08 0.57 6.98
H -4.04 0.36 -3.39
H 0.88 2.86 -2.63
H 3.38 -1.44 -3.65
H -0.57 2.00 7.53
H 1.75 0.80 -3.97
H 3.12 2.88 6.61
H 2.36 -0.93 1.54
H 2.65 0.56 6.18
H 3.97 -5.76 -7.56
H -0.71 -0.17 1.98

As for the gap between HOMO and LUMO (alpha / beta): 0.281 / 0.189 hartree. For the total energy, the calculation gives -105397.2342 eV. The value obtained for the molar mass is 1154.78 g/mol. Its net charge is +2. The value obtained for the HOMO energy (alpha / beta) is -13.19 / -13.21 eV. Its multiplicity is 6. The value obtained for the energy above the lowest of the compared OMol25 structures with the same formula, charge and spin is 0.00 kcal per mole. The calculation puts the maximum force at 3.33 eV/A.

Atom charges from the Mulliken analysis, given in e for atoms 1 to 4: Os 0.56; Te 0.67; S -0.11; P 0.80